Entry from OMol25: a cluster of 8 separate species, C20H60N4O8 in total (the ωB97M-V functional and the def2-TZVPD basis).

The geometry in XYZ format:
```
92
Properties=species:S:1:pos:R:3:mulliken_charge:R:1
C -2.8107 -4.0076 4.6716 -1.39
C -3.0600 -2.5720 4.3168 0.73
C -3.0109 -2.3264 2.8190 -0.91
O -1.6884 -2.3651 2.3345 -0.28
C -1.5765 -2.1911 0.8872 -0.51
N -4.3995 -2.2090 4.7830 -0.75
H -3.6252 -4.6588 4.3544 0.37
H -2.6370 -4.0837 5.7450 0.39
H -1.8940 -4.3802 4.2144 0.31
H -2.3649 -1.8566 4.7564 0.25
H -3.4028 -1.3273 2.6285 0.24
H -3.7312 -2.9635 2.3058 0.33
H -0.5737 -2.4616 0.5566 0.13
H -1.7732 -1.1888 0.5066 0.11
H -2.2825 -2.8284 0.3547 0.39
H -4.3899 -2.3492 5.7832 0.27
H -4.5757 -1.2164 4.7200 0.24
C -1.5779 3.6202 -2.5488 -1.54
C -2.6135 2.4865 -2.3879 0.44
C -3.2839 2.0855 -3.6549 -0.97
O -4.1344 0.9383 -3.4118 -0.32
C -4.6948 0.3684 -4.5485 -0.64
N -1.8678 1.2892 -1.8695 -0.43
H -1.0542 3.8735 -1.6270 0.30
H -2.1232 4.5063 -2.8738 0.48
H -0.8938 3.4308 -3.3760 0.32
H -3.4279 2.6919 -1.6931 0.39
H -2.5961 1.9129 -4.4827 0.38
H -4.0064 2.8482 -3.9450 0.48
H -3.9075 -0.0888 -5.1479 0.20
H -5.2550 1.0815 -5.1534 0.30
H -5.3465 -0.4443 -4.2276 0.25
H -2.4993 0.5102 -1.9903 0.32
H -1.1653 1.0251 -2.5454 0.08
C 4.0105 4.6508 2.2756 -1.42
C 3.1533 3.8783 1.2619 0.11
C 3.8176 2.6143 0.6008 0.09
O 4.8893 3.0211 -0.2416 -0.37
C 5.3177 2.0865 -1.2142 -0.72
N 1.8387 3.5254 1.7668 0.08
H 4.9456 4.9359 1.7934 0.39
H 4.2656 3.9014 3.0249 0.33
H 3.5057 5.5229 2.6912 0.39
H 2.9815 4.6022 0.4653 0.36
H 3.0619 2.1059 0.0020 0.08
H 4.1361 1.9303 1.3875 0.31
H 4.6315 2.0288 -2.0591 0.29
H 5.5310 1.0999 -0.8029 0.30
H 6.2592 2.4900 -1.5869 0.30
H 1.9359 2.9162 2.5665 0.42
H 1.2950 2.8838 1.2075 0.20
C 0.5941 -4.8052 -1.1993 -1.64
C 1.1338 -3.4974 -1.8768 1.24
C 2.4389 -3.1184 -1.2475 -1.00
O 2.3855 -2.8136 0.1126 -0.20
C 3.5945 -2.5595 0.7474 -0.72
N 1.1166 -3.7235 -3.3713 -0.74
H 1.2154 -5.6760 -1.4081 0.47
H -0.4182 -5.0929 -1.4831 0.40
H 0.5894 -4.7799 -0.1096 0.33
H 0.4738 -2.6693 -1.6186 -0.23
H 2.8444 -2.3276 -1.8785 0.34
H 3.1221 -3.9422 -1.4541 0.46
H 3.4417 -2.4369 1.8197 0.24
H 3.9601 -1.6096 0.3573 0.18
H 4.3583 -3.3328 0.6670 0.34
H 0.1943 -3.8448 -3.7645 0.28
H 1.4344 -4.6629 -3.5625 0.29
C -0.7150 -0.6927 -5.0094 -0.50
O 0.1874 0.2705 -4.4674 -0.51
H -1.0361 -1.3960 -4.2410 0.16
H -1.6575 -0.2619 -5.3473 0.14
H -0.2151 -1.3672 -5.7045 0.41
H 0.9967 -0.1858 -4.2256 0.27
C 0.7933 0.3757 -0.2913 -0.26
O 0.5489 1.7815 -0.1254 -0.34
H 0.9517 0.3055 -1.3674 0.45
H 1.7005 0.0579 0.2227 0.20
H 0.0125 -0.2733 0.1053 -0.18
H -0.2754 1.8866 -0.6061 0.03
C 1.6073 0.5136 3.6560 -0.41
O 2.2417 1.6830 4.0772 -0.58
H 1.6039 -0.2933 4.3889 0.42
H 0.6205 0.7164 3.2399 0.13
H 2.1205 0.1714 2.7573 0.13
H 3.1284 1.3831 4.2907 0.32
C -2.0471 2.4826 2.0921 -0.09
O -2.7967 2.5703 3.2638 -0.53
H -2.6521 2.6798 1.2072 0.18
H -1.1374 3.0794 2.0261 0.13
H -1.6737 1.4634 1.9930 0.00
H -2.1182 2.5985 3.9423 0.31
```

Its LUMO energy (alpha / beta) is -0.0814 / -0.2785 Eh. The relative energy (zero: lowest compared OMol25 entry of this formula, charge and spin) is 0.0 kJ/mol. Its net charge is +1. The total energy comes out at -1618.4543 Ha. As for the spin multiplicity: 2.

=====

Entry from OMol25: a cluster of 10 separate species, C20H60O10 in total (the ωB97M-V functional and the def2-TZVPD basis).

The geometry in XYZ format:
```
90
Properties=species:S:1:pos:R:3:mulliken_charge:R:1
C -0.7012 -1.3982 -4.3446 -0.88
C -2.1007 -2.0748 -4.3187 -0.22
O -2.2123 -2.5530 -5.6079 -0.51
H -0.3552 -1.0606 -3.3677 0.21
H -0.7700 -0.5403 -5.0134 0.30
H 0.0454 -2.0670 -4.7729 0.28
H -2.9234 -1.3601 -4.2968 0.21
H -2.2226 -2.8185 -3.5313 0.33
H -2.6157 -3.4225 -5.6612 0.29
C 0.0342 -0.5840 0.5683 -1.05
C -0.4850 0.8607 0.5099 -0.18
O -1.4036 1.1874 1.5366 -0.43
H 0.7998 -0.8114 -0.1734 0.30
H -0.8307 -1.2268 0.4045 0.28
H 0.4513 -0.8710 1.5336 0.31
H -0.7720 1.1116 -0.5112 0.29
H 0.4049 1.4791 0.6274 0.22
H -1.9887 1.8350 1.1367 0.25
C 3.8312 3.5616 -1.5179 -0.95
C 3.6441 3.3966 -3.0328 -0.19
O 2.6048 2.4835 -3.3529 -0.46
H 4.4920 4.4019 -1.3051 0.33
H 4.1554 2.6816 -0.9623 0.27
H 2.8439 3.8711 -1.1750 0.24
H 4.6076 3.0730 -3.4265 0.26
H 3.3360 4.3188 -3.5253 0.24
H 2.9574 1.6114 -3.5442 0.26
C 4.6503 -0.9859 -6.4653 -1.06
C 5.0988 -1.4565 -5.1136 -0.15
O 4.0607 -1.2772 -4.1503 -0.51
H 5.4511 -1.0470 -7.2023 0.34
H 4.3013 0.0445 -6.5333 0.29
H 3.7990 -1.5733 -6.8091 0.27
H 5.9782 -0.9417 -4.7268 0.29
H 5.3007 -2.5276 -5.1012 0.25
H 4.4490 -1.3940 -3.2801 0.28
C -3.1425 5.7169 1.8964 -1.02
C -4.3406 5.3678 0.9815 -0.16
O -4.3376 3.9585 0.7261 -0.51
H -2.2217 5.3468 1.4459 0.26
H -3.1926 5.2073 2.8587 0.26
H -3.0290 6.7956 2.0047 0.34
H -4.2028 5.8909 0.0352 0.27
H -5.3006 5.6320 1.4250 0.29
H -5.1192 3.6574 0.2570 0.27
C 2.6672 -4.3461 3.7627 -1.03
C 3.2188 -4.3963 5.1387 -0.19
O 2.3358 -5.0706 5.9945 -0.52
H 3.2488 -3.6921 3.1130 0.34
H 1.6423 -3.9754 3.7766 0.27
H 2.5483 -5.3827 3.4472 0.26
H 3.3152 -3.3860 5.5364 0.23
H 4.1732 -4.9066 5.2690 0.32
H 2.8915 -4.9846 6.7726 0.33
C 1.1537 -0.2327 7.7587 -1.15
C 0.1316 -0.1700 6.5988 -0.02
O 0.4275 0.8226 5.6075 -0.52
H 0.8441 -1.0383 8.4244 0.35
H 0.9752 0.6674 8.3470 0.32
H 2.2207 -0.2894 7.5434 0.31
H -0.8832 0.0080 6.9545 0.22
H 0.2646 -1.1491 6.1384 0.20
H -0.1645 0.7425 4.8560 0.28
C -3.3176 4.7236 -4.9039 -1.16
C -2.0759 4.1077 -4.2690 0.01
O -1.0306 4.5109 -5.1106 -0.51
H -3.2803 5.8123 -4.8666 0.30
H -4.1972 4.4016 -4.3465 0.35
H -3.4388 4.3967 -5.9366 0.31
H -2.1701 3.0221 -4.2422 0.18
H -1.8736 4.4564 -3.2563 0.25
H -0.2397 4.1186 -4.7335 0.28
C 1.3269 -5.6808 -2.1926 -0.96
C 1.9323 -6.8816 -1.4421 -0.24
O 2.0653 -8.0525 -2.2549 -0.53
H 2.0281 -5.3304 -2.9500 0.27
H 1.2215 -4.8854 -1.4548 0.30
H 0.3212 -5.8627 -2.5714 0.31
H 1.2367 -7.1578 -0.6497 0.27
H 2.8763 -6.5302 -1.0254 0.26
H 2.4047 -8.7501 -1.6894 0.31
C -5.1799 0.5943 4.4471 -0.90
C -5.4363 1.5626 5.6039 -0.18
O -5.8225 0.7403 6.7108 -0.52
H -6.0108 -0.1054 4.3572 0.30
H -4.3436 -0.0669 4.6742 0.23
H -5.0901 1.0286 3.4514 0.29
H -6.2593 2.2118 5.3050 0.21
H -4.5956 2.2103 5.8522 0.27
H -5.0910 0.6858 7.3301 0.30
```

As for the SMILES: CCO.CCO.CCO.CCO.CCO.CCO.CCO.CCO.CCO.CCO. Its LUMO energy is 0.0100 Eh. The relative energy (zero: lowest compared OMol25 entry of this formula, charge and spin) is 327.6 kJ/mol. The total energy comes out at -1550.2115 Ha. As for the spin multiplicity: 1.

=====

Entry from OMol25: a cluster of 10 separate species, C20H60O10 in total (the ωB97M-V functional and the def2-TZVPD basis).

The geometry in XYZ format:
```
90
Properties=species:S:1:pos:R:3:mulliken_charge:R:1
C 24.8968 -3.0189 2.1527 -1.04
C 25.7120 -2.2579 1.1283 -0.09
O 26.6084 -3.1148 0.4489 -0.54
H 25.5202 -3.6178 2.8166 0.31
H 24.2472 -3.6572 1.5538 0.25
H 24.2013 -2.4226 2.7431 0.33
H 26.2724 -1.4734 1.6369 0.25
H 25.1429 -1.7263 0.3658 0.23
H 27.3008 -2.5855 0.0462 0.29
C 21.6978 3.7730 -6.7359 -0.95
C 20.5520 3.6070 -5.7172 -0.12
O 20.3166 4.7619 -5.0214 -0.56
H 21.5359 4.5791 -7.4515 0.32
H 21.7679 2.8430 -7.3001 0.28
H 22.6529 3.9275 -6.2340 0.24
H 20.7156 2.8606 -4.9399 0.24
H 19.6141 3.4132 -6.2376 0.22
H 19.7662 4.5792 -4.2564 0.32
C 20.7910 -1.0676 -6.7203 -0.96
C 19.3034 -0.7200 -6.6686 -0.22
O 18.9166 -0.7440 -5.3287 -0.50
H 21.2078 -1.0346 -7.7269 0.33
H 20.9237 -2.0651 -6.3014 0.32
H 21.4043 -0.4555 -6.0591 0.15
H 18.6923 -1.4285 -7.2277 0.31
H 19.0767 0.2203 -7.1711 0.29
H 18.0290 -0.3793 -5.3573 0.28
C 28.5963 7.5655 -3.0178 -1.05
C 28.0752 6.2509 -2.4835 -0.12
O 28.5790 5.2130 -3.3381 -0.51
H 28.3132 8.3692 -2.3380 0.33
H 28.3479 7.7560 -4.0619 0.29
H 29.6800 7.4615 -2.9649 0.27
H 26.9880 6.2874 -2.5536 0.26
H 28.3211 6.1665 -1.4250 0.24
H 27.8697 4.6199 -3.5962 0.30
C 26.7245 4.3305 -9.8886 -0.96
C 27.8326 3.8934 -10.7969 -0.17
O 28.3096 5.0036 -11.4840 -0.53
H 27.0106 5.2436 -9.3667 0.32
H 26.4200 3.4976 -9.2548 0.27
H 25.8789 4.5787 -10.5302 0.26
H 27.5334 3.1570 -11.5428 0.23
H 28.6003 3.4183 -10.1862 0.28
H 29.1992 4.8846 -11.8246 0.29
C 24.9025 -0.1751 -10.2374 -1.03
C 26.1974 -0.5484 -9.5501 -0.22
O 25.9595 -0.3475 -8.1184 -0.48
H 24.5347 0.7985 -9.9135 0.25
H 24.1179 -0.8690 -9.9355 0.29
H 25.0956 -0.1811 -11.3102 0.34
H 27.0806 0.0080 -9.8640 0.27
H 26.3971 -1.5957 -9.7767 0.33
H 26.5619 -0.9164 -7.6335 0.25
C 24.1626 3.8207 3.5871 -1.01
C 24.1150 2.6579 2.5343 -0.17
O 23.4217 1.6064 3.1755 -0.53
H 24.7909 3.6120 4.4530 0.32
H 23.1786 4.0568 3.9922 0.28
H 24.5376 4.7369 3.1310 0.33
H 25.0545 2.2144 2.2047 0.22
H 23.6065 3.0645 1.6601 0.24
H 23.9932 1.2954 3.8813 0.30
C 24.5441 2.2574 -2.5973 -1.06
C 25.0942 1.3741 -3.7505 0.08
O 26.1515 2.1406 -4.4505 -0.49
H 23.7426 1.7845 -2.0299 0.33
H 24.1359 3.1659 -3.0401 0.28
H 25.3019 2.4463 -1.8369 0.30
H 24.3829 1.0542 -4.5120 0.10
H 25.4398 0.4255 -3.3396 0.22
H 26.2134 1.8034 -5.3472 0.26
C 21.3657 -2.2647 -1.2808 -0.92
C 20.1682 -3.2515 -1.3822 -0.33
O 19.9627 -3.4848 -2.7628 -0.49
H 21.0637 -1.2943 -1.6749 0.36
H 22.2489 -2.6648 -1.7787 0.23
H 21.6179 -2.0905 -0.2348 0.30
H 19.3070 -2.8164 -0.8750 0.24
H 20.3376 -4.1839 -0.8436 0.33
H 19.7486 -2.6355 -3.1558 0.27
C 27.7511 -4.9673 -4.5340 -1.00
C 26.9884 -3.7113 -5.0822 -0.25
O 27.8890 -2.6260 -5.1317 -0.51
H 28.0960 -4.7194 -3.5302 0.27
H 28.6732 -5.1490 -5.0860 0.30
H 27.0494 -5.8012 -4.5520 0.32
H 26.1929 -3.4709 -4.3768 0.24
H 26.5560 -3.9513 -6.0535 0.35
H 28.1172 -2.4898 -4.2092 0.29
```

As for the SMILES: CCO.CCO.CCO.CCO.CCO.CCO.CCO.CCO.CCO.CCO. Its LUMO energy is 0.0075 Eh. The relative energy (zero: lowest compared OMol25 entry of this formula, charge and spin) is 309.8 kJ/mol. The total energy comes out at -1550.2182 Ha. As for the spin multiplicity: 1.

=====

Entry from OMol25: a cluster of 10 separate species, C20H60O10S10 in total (the ωB97M-V functional and the def2-TZVPD basis).

The geometry in XYZ format:
```
100
Properties=species:S:1:pos:R:3:mulliken_charge:R:1
C 2.3286 4.4328 3.6177 -0.96
S 1.4138 3.2383 2.7167 0.59
O 2.5333 2.6121 1.8477 -0.78
C 1.2217 1.9753 3.9936 -1.48
H 2.8251 5.2030 2.9239 0.32
H 3.0940 3.8088 4.2940 0.28
H 1.7560 5.0124 4.4866 0.31
H 1.9902 1.7152 4.5129 0.79
H 0.8494 1.0707 3.7361 0.07
H 0.4843 2.5102 4.5384 0.62
C 1.7961 -1.4269 3.6542 -1.36
S 2.5837 -3.0025 4.0467 0.71
O 3.9003 -2.6820 4.5606 -0.70
C 1.5975 -3.2879 5.6188 -0.97
H 2.1137 -0.9081 2.7694 -0.55
H 1.4986 -0.8218 4.4199 0.90
H 0.8746 -1.5256 3.3119 1.00
H 0.4484 -3.2812 5.3655 0.27
H 1.8686 -2.4569 6.4297 0.31
H 2.1322 -4.2067 5.9642 0.39
C 1.0482 -4.9887 0.4666 -0.45
S -0.4333 -5.2331 1.5594 0.28
O -0.3254 -4.4974 2.8527 -0.51
C -1.4961 -4.2995 0.5638 -0.01
H 1.1738 -5.4796 -0.6369 0.30
H 1.8915 -5.3477 1.0054 0.49
H 1.2807 -3.8944 0.3689 -0.17
H -2.6226 -4.3702 0.8270 0.38
H -1.1331 -4.4168 -0.6067 0.06
H -1.4584 -3.2667 0.6995 -0.34
C -1.0634 -0.6007 -0.7023 -0.52
S 0.2932 -0.4003 0.4043 0.86
O 1.2072 -1.5318 -0.0041 -0.38
C 0.9148 1.0011 -0.4405 -2.23
H -1.4715 -1.3509 -0.2099 0.48
H -0.6344 -0.7854 -1.8932 -0.36
H -1.6367 0.2733 -0.9180 0.10
H 1.8047 1.1229 -0.1785 0.17
H 0.4139 1.9644 -0.0454 -0.10
H 1.1727 1.0633 -1.3387 2.17
C -1.4685 2.3746 -2.8900 -0.26
S -1.2168 3.5821 -4.0660 0.64
O -1.7157 2.9963 -5.3724 -0.69
C -2.3408 4.9513 -3.6657 -1.04
H -2.6538 2.1774 -2.8736 0.32
H -1.2520 2.6311 -1.8477 -0.04
H -0.7666 1.3068 -3.0814 0.04
H -2.1034 5.7522 -4.3847 0.32
H -2.1985 5.3944 -2.6577 0.32
H -3.4365 4.8067 -3.5594 0.35
C -4.0494 1.7060 2.5699 -1.14
S -2.4686 2.5237 2.6611 0.38
O -1.4508 1.5672 2.1213 -0.44
C -2.7202 3.7721 1.3953 -0.98
H -4.1658 1.0402 3.2752 0.56
H -4.5035 1.4383 1.4709 0.02
H -4.8364 2.3489 2.9129 0.54
H -2.1122 4.6969 1.7235 0.29
H -3.7214 4.0712 1.3422 0.54
H -2.6721 3.4864 0.3804 0.20
C 4.0712 0.5218 0.9900 -0.62
S 3.4483 -0.4343 -0.3968 0.85
O 4.5124 -0.2624 -1.4549 -0.81
C 3.7077 -2.0033 0.3150 -0.60
H 5.0524 0.3124 1.2101 0.79
H 3.3149 0.4883 1.6847 -0.17
H 3.8747 1.6837 0.8459 0.16
H 3.1510 -2.0081 1.2928 -0.05
H 4.7775 -2.1312 0.2510 0.60
H 3.1535 -2.7194 -0.4462 -0.06
C 0.7887 -3.8344 -2.8284 -1.01
S 0.7752 -3.0140 -4.3875 0.61
O 1.4271 -4.0497 -5.3531 -0.71
C -0.8839 -2.9292 -4.6592 -0.85
H 1.8605 -3.9841 -2.5044 0.25
H -0.0266 -4.4313 -2.6234 0.65
H 0.5108 -3.0273 -2.0353 0.18
H -1.3026 -2.4397 -3.8965 0.25
H -1.4877 -3.8681 -4.8264 0.35
H -1.0866 -2.5501 -5.7577 0.29
C -7.0502 -2.3227 -0.5353 -0.99
S -5.9366 -1.6294 0.6492 0.37
O -4.7927 -2.7229 0.5877 -0.51
C -5.3570 -0.3099 -0.5795 -0.83
H -7.5190 -3.2658 -0.1220 0.35
H -6.6343 -2.8429 -1.5860 0.28
H -7.9760 -1.7627 -0.7430 0.41
H -4.3657 0.0175 -0.2157 -0.21
H -5.8957 0.6672 -0.7713 0.43
H -5.3463 -0.6644 -1.4026 0.71
C 4.1263 2.9257 -4.3054 -1.02
S 2.7234 3.5278 -3.2551 0.34
O 1.6492 2.4739 -3.3036 -0.49
C 3.6672 3.2774 -1.7355 -0.66
H 5.1453 3.4918 -4.2358 0.34
H 3.9383 3.2328 -5.2857 0.43
H 4.1085 1.7664 -4.3410 0.27
H 3.0611 3.3013 -0.9140 0.10
H 4.5314 3.8326 -1.6365 0.61
H 3.9015 2.1221 -1.7249 0.07
```

Its LUMO energy is -0.0140 Eh. The relative energy (zero: lowest compared OMol25 entry of this formula, charge and spin) is 1437.2 kJ/mol. The total energy comes out at -5531.4252 Ha. As for the spin multiplicity: 1.

=====

Result set for F_max: 3.41, 2.71, 2.94, 12.15 eV Å⁻¹, one per record in the order listed.